Entry 1:
45
Properties=species:S:1:pos:R:3:forces:R:3 method="wB97M-V/def2-TZVPD" e_above_lowest_kcal_mol=178.0 orbital_gap_ev=7.139 homo_ha=-0.2894 e_tot_ev=-34943.8486 total_charge=0
H 0.6228 -2.5248 -1.0359 0.3 0.3 0.4
C 1.6155 0.7403 1.3198 0.7 0.4 -0.6
O 1.0350 -0.0953 -2.1811 -2.4 1.2 1.3
H -0.4987 -1.1969 -0.5533 -0.9 -0.7 -1.6
H -2.1739 0.8630 2.1579 0.5 -0.4 1.2
C -1.9410 0.3773 1.2103 -1.5 1.4 1.8
O -3.0834 0.4125 0.5136 -0.4 -3.0 4.3
H -0.5595 -4.1323 2.1633 -0.1 0.2 0.2
C 0.4185 0.8878 -1.7677 4.5 -1.4 -1.1
C -0.4062 -2.2549 -0.7983 0.6 -0.8 2.2
H -1.6832 3.9266 -2.2514 0.0 -0.3 -0.5
C 0.2778 3.1651 -1.7799 -2.2 -1.3 0.2
H 3.2682 1.8775 0.5949 0.6 0.0 0.6
H -0.5387 5.1754 -2.0468 0.4 0.0 -0.1
C -0.9788 -2.9560 0.4525 0.4 0.8 0.3
H 0.5406 -4.2708 0.8389 0.8 0.0 0.3
H -1.5286 -2.2087 1.0246 -0.9 -0.5 -0.4
Rb -3.1884 1.2102 -1.3533 -1.0 2.3 -6.5
H 1.3375 3.4193 -1.8065 -0.1 0.4 0.7
H -1.1778 1.0628 0.8420 0.0 -0.2 0.0
H -0.3628 4.1320 -3.5120 -0.5 0.4 0.0
O 0.2795 1.2494 -0.4616 -2.2 1.7 -3.6
O -1.8457 -3.9157 -0.1614 -0.6 -1.8 2.8
H 3.7475 0.1998 1.0717 -0.1 0.1 -0.1
O -1.1675 -2.7777 -1.7920 -0.7 0.8 -3.8
H 0.8706 -0.5322 -0.3281 2.5 -1.1 1.3
H 0.5939 -2.7434 1.8698 -0.7 -1.7 -0.2
O 0.2589 1.9111 -2.5528 -1.3 1.9 -1.3
C -1.9014 -3.8343 -1.4467 -2.3 -0.3 -2.6
H -1.3306 2.5603 -0.1394 0.0 0.2 -0.9
C 1.6119 -0.8634 2.8634 3.4 -4.9 0.8
H -1.4659 -0.5901 1.3733 -0.8 -0.1 0.5
O -2.6093 -4.4681 -2.2370 2.1 1.3 2.2
O 1.7590 0.3825 2.7437 -0.4 4.6 -0.9
H -0.2372 -0.2847 0.8054 1.6 -0.2 1.1
H 0.2130 3.0885 0.3833 -0.1 0.0 0.2
H 2.8986 0.6564 -0.4591 -0.2 -0.8 0.1
C -0.2824 2.5710 -0.4382 2.4 1.3 0.1
H 1.0564 1.6551 1.1234 0.8 -0.2 2.0
O 1.3179 -1.3858 1.6165 0.9 -0.8 1.1
C -0.0083 -3.5401 1.4329 -0.9 -2.0 -0.7
C 2.9815 0.8261 0.6144 -0.2 1.2 0.2
C -0.6416 4.1716 -2.4590 0.6 -0.3 0.5
O 2.0607 -1.5473 3.7924 -2.3 1.5 -2.1
C 0.8456 -0.3989 0.7535 -0.4 0.3 1.0

=====

Entry 2:
40
Properties=species:S:1:pos:R:3:forces:R:3 method="wB97M-V/def2-TZVPD" orbital_gap_ev="6.804 / 4.325" homo_ha="-0.6733 / -0.7844" e_tot_ev=-33842.4930 total_charge=+3 spin_multiplicity=6
H -3.0085 1.8382 -1.1991 0.0 0.0 -0.1
H 1.4480 1.2766 -0.9739 -0.2 0.3 0.1
H -1.3161 2.3375 -1.0866 -0.2 0.0 -0.2
H 2.0473 2.7827 0.9086 -0.3 0.0 -0.1
H -2.4363 -0.3464 -0.1586 0.4 -0.8 0.2
H -1.2136 -1.5032 1.6188 0.1 -0.3 -0.1
C -1.8302 0.5478 0.0170 -2.3 2.4 0.4
C 0.0007 1.5898 -3.8389 0.1 3.1 -1.6
P -0.1203 -0.2486 -0.0948 1.1 -1.1 3.8
H 0.2666 2.7325 0.7266 0.4 0.0 0.1
H 1.0890 1.8020 2.0432 0.1 0.3 -0.4
Ru -0.0665 -0.8102 -2.4506 0.6 4.3 1.3
C -0.1486 -1.2244 1.5566 -0.2 0.1 -0.5
H -1.7582 0.9539 -2.1551 -0.4 0.4 0.6
H 3.5180 1.0168 0.3273 -0.4 0.1 -0.1
H 1.2219 -0.2006 2.9610 -0.2 -0.1 -0.2
C -1.6369 -1.7707 -2.0010 -8.4 -5.2 1.8
H -2.3320 0.4258 2.1545 -0.2 0.4 -0.4
O -2.6494 -2.3405 -1.8031 5.0 3.0 -1.0
C 1.5220 -1.7827 -1.9835 7.7 -4.8 1.6
H 2.7446 -0.1623 1.4007 0.1 0.2 -0.2
O 2.5068 -2.3903 -1.8035 -4.6 2.9 -1.0
H -3.2910 1.5824 1.1598 0.1 0.1 0.1
H 1.7890 -2.1993 1.3537 -0.4 -0.2 0.1
C -1.9748 1.4631 -1.1840 0.6 0.2 -0.1
O -0.0446 -2.3789 -5.0157 0.0 2.5 3.8
C 0.7204 -2.4649 1.4190 0.3 -0.7 -0.3
C 1.3810 0.9421 0.0745 1.2 2.4 -0.7
C 2.7147 0.2608 0.3875 -0.4 -1.6 0.3
C 1.1552 2.1370 0.9949 -0.8 -0.4 0.2
H 2.9792 -0.5406 -0.3119 0.0 0.3 0.2
C -2.2845 1.1642 1.3360 1.0 -1.0 -0.2
H 0.5753 -3.0967 2.3110 0.1 0.2 -0.4
H 0.4380 -3.0487 0.5308 0.2 -0.1 0.3
C 0.1659 -0.4866 2.8610 0.0 0.6 0.4
H -0.0416 -1.1641 3.7089 0.0 0.0 -0.5
H -1.6188 1.9917 1.6214 -0.3 0.2 0.1
C -0.0482 -1.6760 -4.0917 0.1 -4.5 -8.7
O -0.0095 2.5940 -4.3829 0.0 -3.1 1.6
H -0.4537 0.3969 3.0623 0.3 -0.1 -0.2